[1]
Below is a structure of composition C25H46Cl2CrN3O6Si in a non-equilibrium geometry, with properties calculated with wB97M-V/def2-TZVPD.

XYZ file:
```
84
Properties=species:S:1:pos:R:3
Cr 0.18 0.01 0.69
Cl -0.11 1.88 -0.64
Cl -0.54 5.97 -4.69
Si -0.25 6.68 -2.73
O 0.13 -1.26 -0.69
O -2.48 -0.06 2.38
O 0.60 1.27 2.31
O 2.28 0.01 0.37
O -2.66 0.24 0.21
O 0.63 -1.53 2.06
N 0.09 -3.42 3.20
N 0.14 3.16 3.48
N 2.93 -0.98 -1.59
C 1.43 -3.63 3.71
C -0.92 -6.06 0.25
C 2.43 0.08 -2.44
C 2.77 -0.94 -0.27
C 0.27 -5.36 0.14
C -1.34 -0.58 -3.22
C -2.12 -4.13 -0.53
C -1.91 -0.01 1.14
C -0.19 -2.40 2.39
C -0.94 -2.00 -1.19
C -0.45 -2.92 -3.46
C -1.28 5.62 -1.60
C 3.37 -2.18 -2.25
C -2.12 -5.44 -0.08
C 1.58 6.52 -2.35
C -0.80 8.47 -2.71
C -0.93 -3.42 -0.66
C -0.89 -1.91 -2.71
C -1.88 -0.13 3.62
C -0.72 4.31 3.68
C -0.11 2.27 2.51
C 0.26 -4.05 -0.31
C 1.28 3.03 4.36
C -0.91 -4.42 3.52
C -0.30 -2.96 -4.95
H -1.08 -0.40 -4.26
H 4.17 -1.95 -2.96
H -1.85 8.56 -2.98
H 0.96 2.93 5.40
H -0.99 4.58 -1.65
H -2.34 5.68 -1.86
H -2.17 0.77 4.21
H 3.14 -1.83 0.24
H -1.18 5.95 -0.56
H 1.79 6.88 -1.34
H -0.18 -3.84 -2.96
H -0.60 -5.40 3.16
H -0.16 5.24 3.55
H -3.05 -5.98 0.02
H -0.54 -2.02 -5.43
H -0.96 -3.72 -5.38
H 2.54 -2.64 -2.79
H -1.89 -1.55 -0.87
H 1.17 -3.48 -0.38
H 1.21 -5.83 0.40
H 1.41 -3.73 4.79
H 3.23 0.44 -3.09
H -0.91 0.22 -2.61
H -1.23 -2.35 2.05
H -1.85 -4.16 3.03
H 1.86 -4.54 3.28
H -1.07 -4.47 4.60
H 2.05 -2.78 3.44
H 3.75 -2.89 -1.52
H 1.90 5.49 -2.42
H -0.92 -7.09 0.60
H -2.23 -1.03 4.15
H 1.93 3.90 4.28
H -1.15 4.30 4.68
H -0.67 8.89 -1.71
H 1.61 -0.30 -3.05
H 0.71 -3.23 -5.23
H -1.53 4.29 2.95
H 2.18 7.10 -3.05
H -2.42 -0.49 -3.13
H -0.98 2.48 1.90
H -0.22 9.07 -3.40
H 1.84 2.14 4.07
H -3.05 -3.65 -0.80
H -0.78 -0.16 3.57
H 2.04 0.89 -1.83
```

The relative energy (zero: lowest compared OMol25 entry of this formula, charge and spin) comes out at 191.3 kJ/mol. The charge is -1. The multiplicity is 5. The HOMO energy (spin up / spin down) comes out at -0.68 / -3.60 eV. The gap between HOMO and LUMO (spin up / spin down) is 3.1 / 6.0 eV.

Löwdin atomic charge list, values in e, 6 entries:
1 Cr 0.348
2 Cl 0.091
3 Cl 0.257
4 Si 0.116
5 O -0.322
6 O -0.134

---

[2]
Below is a structure of composition C25H46Cl2N3O6SiZn in a non-equilibrium geometry, with properties calculated with wB97M-V/def2-TZVPD.

XYZ file:
```
84
Properties=species:S:1:pos:R:3
Zn -0.14 1.66 2.56
Cl 0.43 0.79 0.66
Cl 1.05 3.62 2.52
Si -0.46 2.14 -2.44
O -0.72 1.48 4.72
O 0.73 -0.28 3.02
O -2.45 -0.42 1.84
O -2.14 1.82 2.26
O -0.36 0.52 -2.35
O 3.64 -0.52 0.39
N 0.65 -2.52 3.12
N 3.46 -1.20 -1.81
N -0.15 3.60 5.34
C 3.44 -2.34 -2.70
C -1.17 -1.09 -3.86
C 1.30 2.68 -2.07
C -0.09 -3.76 3.21
C -0.17 -1.89 -4.20
C -0.63 -3.99 0.13
C -1.96 -0.32 -4.90
C -1.57 2.81 -1.06
C 1.26 3.25 5.45
C 2.11 -2.57 3.28
C -1.08 -1.59 -1.34
C -4.30 1.15 1.79
C 3.82 0.06 -2.42
C 0.13 -2.20 -5.63
C -2.84 0.76 1.95
C -1.92 -3.44 0.04
C 0.21 -2.04 -1.04
C 3.47 -1.40 -0.46
C -1.29 -0.54 -2.45
C -0.51 4.98 5.55
C -2.13 -2.23 -0.64
C 0.08 -1.31 3.26
C -1.04 2.68 4.94
C 0.44 -3.24 -0.37
C -1.09 2.65 -4.05
H 2.40 -3.61 3.47
H 1.84 3.89 4.78
H -0.83 -2.45 -6.12
H 4.46 -2.60 -3.06
H -2.73 0.31 -4.42
H 4.22 0.75 -1.67
H 2.63 -2.19 2.39
H 0.60 -1.37 -6.18
H -0.54 2.15 -4.83
H -4.64 1.56 2.74
H 1.59 3.40 6.48
H -2.16 2.42 -4.15
H -1.03 3.31 -0.26
H -2.30 -0.13 -2.32
H -3.14 -1.82 -0.68
H 0.77 -3.10 -5.69
H -4.92 0.31 1.49
H 4.56 -0.10 -3.22
H -2.05 3.07 4.73
H 2.81 -2.13 -3.57
H -2.76 -3.96 0.51
H 1.37 2.22 5.15
H -1.38 0.34 -5.58
H -2.45 -1.07 -5.54
H 1.98 2.40 -2.91
H 0.48 -2.34 -3.44
H -2.17 3.60 -1.55
H -1.09 -3.65 2.77
H 3.02 -3.18 -2.15
H 3.23 -2.45 -0.20
H -0.96 -1.26 3.66
H 1.27 3.78 -2.07
H 0.11 5.65 4.95
H 1.76 2.36 -1.12
H 1.46 -3.62 -0.23
H -0.45 -4.96 0.61
H -2.28 2.13 -0.58
H -1.57 5.09 5.27
H 0.43 -4.55 2.66
H 1.04 -1.40 -1.36
H 2.93 0.52 -2.88
H -0.20 -4.07 4.26
H 2.40 -1.95 4.14
H -4.37 1.94 1.04
H -0.97 3.73 -4.15
H -0.39 5.27 6.61
```

The relative energy (zero: lowest compared OMol25 entry of this formula, charge and spin) comes out at 0.0 kJ/mol. The charge is -1. The HOMO energy comes out at -4.70 eV. The gap between HOMO and LUMO is 7.3 eV.

Löwdin atomic charge list, values in e, 6 entries:
1 Zn 0.172
2 Cl 0.264
3 Cl 0.005
4 Si 0.337
5 O -0.085
6 O -0.163

---

[3]
Below is a structure of composition C25H46ErO3P2S in a non-equilibrium geometry, with properties calculated with wB97M-V/def2-TZVPD.

XYZ file:
```
78
Properties=species:S:1:pos:R:3
Er 1.86 -0.62 -2.09
S 3.05 0.56 0.17
P 3.07 2.66 -3.72
P 2.25 -0.15 -4.77
O 1.69 0.95 -0.46
O 4.03 1.59 -0.11
O 3.30 -0.81 -0.49
C 2.78 4.48 -4.26
C -1.58 0.63 -0.60
C -0.89 -0.23 2.22
C -0.32 -0.92 1.03
C -0.66 -1.47 -2.63
C 3.72 0.73 -5.64
C 2.70 0.59 1.94
C -1.75 4.44 -0.19
C 1.02 3.89 -1.03
C -1.53 5.01 -2.65
C 0.69 -3.87 -1.06
C -0.77 3.94 -2.97
C -0.28 -1.50 -1.18
C 0.58 4.00 0.41
C 0.41 -2.54 -0.44
C 2.57 -1.56 -5.96
C 4.60 2.97 -2.78
C -0.63 4.50 0.76
C -1.54 5.56 -1.27
C 3.84 2.22 -5.34
C 0.37 -2.16 0.92
C 0.13 3.14 -2.06
C 1.07 0.71 -5.85
C 0.84 -3.02 2.06
C -0.69 -0.50 -0.26
H 3.34 2.81 -6.14
H -1.63 3.46 -0.59
H 1.75 -2.29 -5.92
H -1.66 -1.01 -2.72
H 1.29 3.63 1.14
H -2.31 6.34 -1.10
H -0.71 -2.46 -3.10
H 3.45 4.77 -5.09
H -0.34 2.41 -1.40
H 4.81 4.04 -2.63
H 5.44 2.50 -3.30
H -1.65 0.78 -1.68
H -2.61 0.46 -0.24
H -0.81 0.87 2.12
H 3.58 0.62 -6.73
H 4.47 2.49 -1.81
H -0.54 6.04 -1.15
H -0.99 3.43 -3.92
H 0.29 -3.93 -2.09
H 2.64 -1.20 -7.01
H -1.96 -0.47 2.30
H 1.49 0.96 -6.83
H -1.21 1.55 -0.14
H 0.72 1.64 -5.40
H 2.90 5.21 -3.45
H 1.28 4.88 -1.40
H 3.63 0.87 2.47
H -2.13 5.58 -3.36
H 1.76 -4.09 -1.13
H 0.88 -4.08 1.73
H 4.90 2.51 -5.34
H 2.33 -0.37 2.32
H 4.65 0.19 -5.40
H 0.20 0.07 -6.05
H 0.01 -0.77 -3.25
H 3.51 -2.07 -5.72
H 1.96 3.30 -1.03
H 0.81 2.58 -2.77
H -0.44 -0.50 3.19
H -0.75 5.04 1.71
H -2.77 4.48 0.23
H 1.85 -2.72 2.40
H 1.74 4.55 -4.63
H 0.20 -4.70 -0.52
H 1.93 1.36 2.11
H 0.14 -2.92 2.92
```

The relative energy (zero: lowest compared OMol25 entry of this formula, charge and spin) comes out at 159.0 kJ/mol. The charge is +1. The multiplicity is 4. The HOMO energy (spin up / spin down) comes out at -9.70 / -9.71 eV. The gap between HOMO and LUMO (spin up / spin down) is 6.1 / 6.2 eV.

Löwdin atomic charge list, values in e, 6 entries:
1 Er 1.363
2 S 0.595
3 P 0.890
4 P 0.768
5 O -0.450
6 O -0.295

---

[4]
Below is a structure of composition C25H46HfO3P2S in a non-equilibrium geometry, with properties calculated with wB97M-V/def2-TZVPD.

XYZ file:
```
78
Properties=species:S:1:pos:R:3
Hf -0.35 0.60 0.22
S 2.06 3.04 0.78
P -4.22 4.41 -2.18
P -4.10 3.63 -5.00
O 3.14 3.22 -0.16
O 1.13 1.87 0.19
O 1.19 4.14 1.13
C -1.63 1.52 -1.35
C -3.02 5.71 -1.70
C -5.66 2.65 -5.13
C -3.65 0.53 -0.07
C -3.86 3.85 -6.81
C -0.89 -2.28 -1.79
C 2.63 2.20 2.25
C -0.21 -1.73 0.67
C -1.29 -2.50 1.35
C 1.99 -1.12 0.27
C -1.99 0.64 1.91
C -5.35 5.44 -3.24
C -4.95 5.27 -4.71
C 2.05 -1.31 -2.31
C -2.45 0.43 -0.98
C -1.79 2.89 -0.71
C 3.45 -0.92 0.46
C 0.01 -1.69 -0.76
C -2.05 2.99 0.82
C -1.42 1.93 1.73
C -5.20 4.29 -0.64
C -3.40 0.36 1.46
C 1.37 -1.32 -0.98
C 1.26 -1.22 2.77
C 1.01 -1.27 1.30
H -1.93 -2.32 -1.43
H -3.69 -0.66 1.76
H -4.22 6.03 -5.01
H -5.43 1.76 -5.74
H -0.95 3.55 -0.99
H -0.88 -1.67 -2.70
H -3.13 3.05 1.00
H -3.52 2.89 -7.23
H -0.78 2.37 2.52
H 0.35 -0.98 3.33
H -1.03 -3.57 1.40
H -6.38 5.09 -3.05
H -2.69 3.33 -1.20
H 2.64 -2.22 -2.47
H 1.76 1.99 2.89
H -2.25 -2.42 0.81
H -6.14 3.77 -0.87
H 2.01 -0.45 3.02
H -2.53 -0.37 -1.72
H 2.72 -0.45 -2.40
H -4.34 -0.28 -0.37
H -6.42 3.25 -5.63
H -5.25 6.48 -2.91
H 1.63 -2.19 3.14
H 4.01 -1.60 -0.20
H -4.23 1.45 -0.24
H -1.46 -2.16 2.38
H 3.32 2.88 2.76
H -0.59 -3.30 -2.05
H -2.39 5.36 -0.87
H -1.64 3.96 1.13
H 3.76 0.11 0.20
H -1.65 0.07 2.78
H -4.11 1.02 2.00
H 1.32 -1.25 -3.12
H 3.75 -1.14 1.49
H -4.80 4.15 -7.31
H -4.66 3.71 0.13
H -5.40 5.30 -0.26
H -5.82 5.34 -5.37
H -3.10 4.61 -6.98
H -1.16 1.52 -2.35
H -3.58 6.60 -1.39
H -2.39 5.94 -2.56
H 3.14 1.28 1.95
H -6.00 2.35 -4.13
```

The relative energy (zero: lowest compared OMol25 entry of this formula, charge and spin) comes out at 0.0 kJ/mol. The charge is +2. The HOMO energy (spin up / spin down) comes out at -12.26 / -12.26 eV. The gap between HOMO and LUMO (spin up / spin down) is 3.4 / 3.4 eV.

Löwdin atomic charge list, values in e, 6 entries:
1 Hf 1.735
2 S 0.572
3 P 0.791
4 P 0.769
5 O -0.251
6 O -0.474

---

[5]
Below is a structure of composition C25H46InP2 in a non-equilibrium geometry, with properties calculated with wB97M-V/def2-TZVPD.

XYZ file:
```
74
Properties=species:S:1:pos:R:3
In -0.02 1.17 -1.80
P 2.75 3.56 1.63
P -3.30 -1.30 -1.88
C 1.99 3.39 -0.14
C 1.10 0.03 5.49
C -1.78 1.08 -3.01
C -3.98 -2.72 -2.82
C -0.59 -1.42 4.21
C -1.79 -1.03 4.98
C 0.60 2.79 -0.25
C -0.54 -2.34 3.13
C -2.18 -0.36 -3.23
C 0.25 -1.45 -3.37
C 1.59 -1.56 3.50
C 1.09 -0.20 -3.11
C 4.22 2.48 1.28
C 0.81 -2.44 2.70
C 3.55 5.21 1.48
C -4.73 -0.14 -1.84
C 0.98 1.05 -3.77
C -0.50 -0.41 -0.27
C 0.73 -0.94 4.44
C -0.01 1.35 -4.89
C -1.41 1.74 -4.36
C -1.69 -3.09 2.57
C 3.05 -1.38 3.40
C 1.33 -3.31 1.63
C -1.16 -1.29 -3.94
H 1.99 4.42 -0.53
H 3.90 1.60 0.72
H -5.48 -0.61 -1.19
H 2.81 5.93 1.13
H 3.85 5.49 2.50
H -2.56 1.65 -2.49
H 4.98 3.03 0.72
H 4.62 2.17 2.26
H -1.58 -1.06 6.05
H 0.19 -2.02 -2.43
H 0.80 -2.10 -4.07
H -4.44 -2.40 -3.77
H -0.38 -1.45 -0.60
H -1.80 -4.08 3.05
H 3.38 -1.39 2.35
H 2.19 0.04 5.63
H 2.73 2.81 -0.72
H 0.78 1.05 5.24
H -0.09 0.51 -5.59
H -1.10 -0.98 -4.99
H -0.14 3.55 -0.54
H 2.23 -2.89 1.18
H 0.19 -0.22 0.56
H 0.57 -3.45 0.84
H 4.42 5.18 0.82
H -2.62 -1.72 4.77
H 3.61 -2.17 3.93
H 0.31 2.32 0.70
H 0.37 2.20 -5.47
H 1.87 1.69 -3.80
H 2.05 -0.44 -2.64
H -1.54 -0.27 0.08
H 3.35 -0.42 3.85
H -4.43 0.82 -1.40
H -2.12 -0.02 4.74
H -2.17 1.50 -5.13
H 1.59 -4.31 2.01
H 0.64 -0.23 6.45
H -3.04 -0.34 -3.95
H -5.16 0.02 -2.84
H -2.62 -2.53 2.72
H -3.18 -3.45 -3.00
H -1.60 -2.30 -3.99
H -4.75 -3.16 -2.18
H -1.44 2.83 -4.22
H -1.55 -3.26 1.49
```

The relative energy (zero: lowest compared OMol25 entry of this formula, charge and spin) comes out at 0.0 kJ/mol. The charge is +1. The HOMO energy comes out at -9.57 eV. The gap between HOMO and LUMO is 3.1 eV.

Löwdin atomic charge list, values in e, 6 entries:
1 In 0.863
2 P 0.836
3 P 0.881
4 C -0.470
5 C 0.031
6 C -0.372

---

[6]
Below is the ion C25H46N with charge +1, with properties calculated with wB97M-V/def2-TZVPD.

XYZ file:
```
72
Properties=species:S:1:pos:R:3
N 0.88 2.87 0.21
C 0.56 3.97 -0.72
C 4.29 -1.73 -0.43
C -1.00 -1.75 1.04
C 2.34 -3.38 -0.09
C -4.18 2.33 -0.08
C 2.90 1.48 0.97
C -4.44 -1.39 -0.42
C -3.52 1.96 1.08
C 4.72 0.77 -0.73
C -2.15 1.75 1.07
C -2.29 -2.25 1.69
C -1.43 1.91 -0.11
C 0.01 -2.85 0.73
C -4.92 -0.92 -1.78
C -3.47 2.46 -1.26
C 1.26 -2.31 0.06
C 2.34 2.56 0.05
C 3.95 -0.46 -1.21
C -3.55 -2.63 -0.53
C 0.59 3.32 1.58
C 4.39 1.25 0.69
C 3.53 -2.96 -0.95
C 0.06 1.67 -0.13
C -2.11 2.25 -1.28
C -3.12 -3.20 0.82
H 4.95 2.17 0.88
H 2.49 2.24 -0.99
H 0.74 2.51 2.28
H 4.55 1.59 -1.44
H -3.99 2.72 -2.17
H 0.36 1.34 -1.13
H 4.21 -3.81 -1.00
H 1.25 4.14 1.85
H 2.89 3.48 0.21
H 4.75 0.50 1.40
H -4.07 1.83 2.00
H 0.30 0.88 0.58
H -2.90 -1.39 1.97
H -0.50 4.21 -0.66
H -2.03 -2.78 2.61
H 2.87 -0.28 -1.17
H 4.21 -0.63 -2.26
H -0.44 3.66 1.65
H 2.38 0.54 0.85
H 1.66 -1.49 0.66
H 3.19 -2.77 -1.97
H -1.25 -1.21 0.12
H 0.79 3.68 -1.74
H 1.00 -1.92 -0.93
H -2.57 -4.12 0.65
H 1.89 -4.27 -0.54
H -5.25 2.49 -0.06
H -4.07 -0.65 -2.41
H -0.45 -3.60 0.08
H -4.02 -3.46 1.39
H 2.82 1.79 2.02
H -4.10 -3.41 -1.06
H -1.66 1.44 1.97
H 5.37 -1.90 -0.53
H 5.79 0.55 -0.77
H -5.31 -1.63 0.20
H 2.70 -3.67 0.90
H -1.57 2.34 -2.21
H -3.89 -0.58 0.07
H -0.53 -1.03 1.73
H 1.14 4.86 -0.47
H -5.56 -0.04 -1.69
H -5.48 -1.70 -2.29
H 0.28 -3.35 1.66
H 4.08 -1.60 0.63
H -2.67 -2.39 -1.13
```

The relative energy (zero: lowest compared OMol25 entry of this formula, charge and spin) comes out at 0.0 kJ/mol. The charge is +1. The HOMO energy comes out at -12.64 eV. As for the SMILES: CCCCCCCCCCCCCCCC[N+](C)(C)Cc1ccccc1. The gap between HOMO and LUMO is 10.4 eV.

natural (NBO) atomic charge list, values in e, 6 entries:
1 N -0.202
2 C -0.420
3 C -0.408
4 C -0.395
5 C -0.387
6 C -0.178

---

no.,calculated total energy (eV)
1,-104775.2428
2,-124773.3756
3,-89839.6534
4,-63516.2465
5,-50409.7606
6,-28156.5479